Model 1:
Entry from the Open Molecules 2025 dataset: a 2-piece molecular cluster, C5H6BrFN2O2S overall (wB97M-V/def2-TZVPD).

```
18
Properties=species:S:1:pos:R:3
C -0.009 0.450 -0.388
C -1.349 -1.598 0.544
C 0.127 -1.806 0.079
C -2.125 -0.696 -0.417
C 1.591 2.329 -0.464
N 0.633 -0.571 -0.210
N 1.977 2.134 0.789
O 2.817 1.229 0.939
O 1.403 2.726 1.674
F 0.732 3.277 -0.813
S -1.550 1.070 -0.575
Br 2.814 1.687 -1.821
H -1.919 -2.543 0.437
H -1.076 -1.168 1.501
H 0.836 -2.234 0.789
H 0.217 -2.562 -0.648
H -2.005 -1.144 -1.364
H -3.114 -0.579 -0.052
```

The HOMO-LUMO gap (alpha / beta) comes out at 7.228 / 7.237 eV. Its HOMO energy (alpha / beta) is -0.3043 / -0.3044 hartree.



Model 2:
Entry from the Open Molecules 2025 dataset: a 2-piece molecular cluster, C5H6BrFN2O2S overall (wB97M-V/def2-TZVPD).

```
18
Properties=species:S:1:pos:R:3
C 0.587 -0.139 1.647
C 0.531 1.235 -0.851
C 1.817 0.475 -0.436
C -0.313 1.848 0.288
C -1.672 -2.237 0.464
N 1.488 -0.101 0.850
N -0.889 -1.721 -0.557
O 0.257 -2.006 -0.706
O -1.535 -0.919 -1.277
F -2.916 -1.946 0.642
S -0.845 0.715 1.732
Br -0.722 -3.115 1.881
H 0.727 1.982 -1.694
H -0.128 0.396 -1.115
H 1.834 -0.500 -1.088
H 2.735 1.016 -0.386
H 0.251 2.700 0.771
H -1.208 2.317 -0.166
```

The HOMO-LUMO gap (alpha / beta) comes out at 9.069 / 4.799 eV. Its HOMO energy (alpha / beta) is -0.3340 / -0.2601 hartree.



Most stable one: model 1, least stable one: model 2.



Model 1:
Entry from the Open Molecules 2025 dataset: CH2ClIO as an isolated structure (wB97M-V/def2-TZVPD).

```
6
Properties=species:S:1:pos:R:3
C 0.489 0.096 0.545
O -0.479 -0.028 -0.532
Cl -0.217 1.094 1.784
I 2.244 1.109 -0.329
H 0.611 -0.936 0.766
H -0.898 0.702 -0.934
```

The HOMO-LUMO gap comes out at 9.727 eV. Its HOMO energy is -0.3600 hartree.



Model 2:
Entry from the Open Molecules 2025 dataset: an isolated molecule of CH2ClIO (wB97M-V/def2-TZVPD).

```
6
Properties=species:S:1:pos:R:3
O 0.800 0.799 -0.321
C -0.033 0.015 0.350
Cl 0.467 -1.863 -0.048
I -2.117 0.312 -0.125
H 0.780 0.616 -1.276
H 0.103 0.121 1.420
```

The SMILES is O[C@H](Cl)I. The HOMO-LUMO gap comes out at 9.779 eV. Its HOMO energy is -0.3658 hartree.



Most stable one: model 2, least stable one: model 1.



Model 1:
Entry from the Open Molecules 2025 dataset: C18H42ClN6O6 as an isolated structure (wB97M-V/def2-TZVPD).

```
73
Properties=species:S:1:pos:R:3
Cl -0.026 -0.212 0.174
C -1.354 -2.534 1.950
C -0.444 -1.876 2.948
O -0.601 -2.180 4.083
N 0.584 -1.141 2.520
C 1.613 -0.692 3.465
H -2.379 -2.322 2.255
H -1.211 -3.614 1.962
H -1.221 -2.113 0.953
H 0.683 -0.895 1.545
H 1.639 -1.511 4.183
H 1.316 0.267 3.891
H 2.649 -0.563 3.152
C 1.471 1.992 2.231
C 0.018 2.110 2.615
O -0.434 2.992 3.298
N -0.754 1.177 2.050
C -2.182 1.056 2.224
H 2.079 2.858 2.490
H 1.622 1.651 1.207
H 1.938 1.082 2.609
H -0.443 0.389 1.499
H -2.214 -0.034 2.224
H -2.790 1.498 1.434
H -2.433 1.316 3.252
C 3.031 0.137 0.725
C 2.837 -1.322 0.983
O 3.501 -2.029 1.718
N 1.773 -1.758 0.283
C 1.275 -3.105 0.395
H 2.261 0.694 1.258
H 2.925 0.366 -0.335
H 4.000 0.513 1.054
H 1.153 -0.987 0.078
H 1.873 -3.695 1.090
H 1.339 -3.466 -0.632
H 0.219 -3.050 0.658
C 0.952 -1.786 -2.369
C 1.715 -0.523 -2.624
O 2.734 -0.517 -3.325
N 1.332 0.538 -1.919
C 1.945 1.839 -1.719
H 0.418 -2.143 -3.250
H 0.255 -1.643 -1.543
H 1.708 -2.523 -2.099
H 0.841 0.155 -1.123
H 2.711 1.723 -0.953
H 1.278 2.646 -1.415
H 2.446 2.099 -2.652
C -1.834 0.041 -3.891
C -2.668 -0.488 -2.761
O -3.674 -1.257 -2.946
N -2.178 -0.167 -1.565
C -2.775 -0.683 -0.397
H -2.079 -0.628 -4.716
H -0.760 -0.035 -3.724
H -2.044 1.100 -4.041
H -1.182 -0.002 -1.545
H -3.625 -0.169 0.052
H -1.923 -0.712 0.282
H -3.010 -1.738 -0.538
C -0.072 2.432 -2.865
C -1.198 2.519 -1.905
O -2.163 3.165 -2.278
N -1.067 1.818 -0.773
C -2.226 1.443 0.034
H 0.602 3.265 -2.667
H -0.437 2.561 -3.884
H 0.452 1.489 -2.709
H -0.270 1.230 -0.575
H -3.186 1.232 -0.438
H -2.482 2.166 0.807
H -1.852 0.558 0.550
```

The charge is -1. The HOMO-LUMO gap comes out at 8.950 eV. Its HOMO energy is -0.2262 hartree.



Model 2:
Entry from the Open Molecules 2025 dataset: a 7-piece molecular cluster, C18H42ClN6O6 overall (wB97M-V/def2-TZVPD).

```
73
Properties=species:S:1:pos:R:3
Cl 0.126 -0.340 0.340
C -2.601 -3.486 2.110
C -3.420 -2.881 0.996
O -4.516 -3.328 0.700
N -2.841 -1.842 0.353
C -3.507 -1.073 -0.669
H -1.590 -3.084 2.186
H -2.550 -4.562 1.934
H -3.106 -3.369 3.069
H -1.956 -1.513 0.712
H -3.327 -1.494 -1.664
H -3.139 -0.051 -0.636
H -4.584 -1.130 -0.508
C -1.565 1.774 -2.559
C -1.458 3.006 -1.695
O -1.597 4.136 -2.146
N -1.190 2.751 -0.396
C -1.069 3.791 0.604
H -2.558 1.332 -2.463
H -0.851 1.018 -2.225
H -1.374 2.053 -3.589
H -0.977 1.802 -0.121
H -0.056 3.804 1.010
H -1.766 3.617 1.426
H -1.298 4.741 0.132
C -2.852 0.915 2.637
C -1.875 1.451 3.650
O -2.228 1.823 4.762
N -0.586 1.481 3.235
C 0.501 1.903 4.085
H -2.509 1.022 1.607
H -3.824 1.384 2.760
H -2.997 -0.156 2.808
H -0.371 1.075 2.336
H 1.352 1.232 3.953
H 0.199 1.822 5.127
H 0.818 2.922 3.861
C 3.071 2.505 0.369
C 3.734 1.674 1.447
O 4.826 1.965 1.919
N 3.037 0.580 1.829
C 3.542 -0.365 2.813
H 3.410 3.535 0.453
H 1.982 2.464 0.434
H 3.379 2.147 -0.614
H 2.171 0.366 1.353
H 2.700 -0.843 3.305
H 4.147 0.185 3.532
H 4.192 -1.107 2.346
C 2.087 1.461 -3.041
C 2.976 0.247 -2.913
O 3.946 0.082 -3.634
N 2.587 -0.648 -1.974
C 3.366 -1.824 -1.649
H 2.721 2.346 -3.068
H 1.354 1.538 -2.238
H 1.534 1.425 -3.981
H 1.827 -0.442 -1.340
H 2.833 -2.743 -1.908
H 3.575 -1.838 -0.578
H 4.288 -1.810 -2.222
C -0.318 -4.028 -0.945
C -0.509 -3.499 -2.348
O -0.698 -4.254 -3.293
N -0.500 -2.153 -2.465
C -0.708 -1.480 -3.711
H 0.131 -3.301 -0.264
H 0.328 -4.904 -0.976
H -1.293 -4.325 -0.559
H -0.295 -1.600 -1.642
H 0.108 -0.784 -3.926
H -1.650 -0.921 -3.710
H -0.737 -2.200 -4.524
```

The charge is -1. The HOMO-LUMO gap comes out at 9.818 eV. Its HOMO energy is -0.2669 hartree.



Most stable one: model 2, least stable one: model 1.



Model 1:
Entry from the Open Molecules 2025 dataset: an isolated molecule of C2H3NO (wB97M-V/def2-TZVPD).

```
7
Properties=species:S:1:pos:R:3
H -1.252 -1.868 -0.034
N -0.347 -1.226 0.047
C -0.469 0.019 0.012
C 0.802 0.704 0.039
O 1.727 -0.002 0.002
H -1.312 0.548 -0.148
H 0.850 1.825 0.082
```

The SMILES is [H]/N=C/C=O. The HOMO-LUMO gap comes out at 10.006 eV. Its HOMO energy is -0.3709 hartree.



Model 2:
Entry from the Open Molecules 2025 dataset: a 2-piece molecular cluster, C2H3NO overall (wB97M-V/def2-TZVPD).

```
7
Properties=species:S:1:pos:R:3
C -2.397 0.135 -0.309
C -1.329 -0.349 0.193
N 2.081 0.404 -0.007
O -0.262 -0.796 0.583
H -3.215 0.314 -0.982
H 2.705 -0.255 -0.417
H 2.417 0.548 0.940
```

The HOMO-LUMO gap (alpha / beta) comes out at 4.546 / 4.531 eV. Its HOMO energy (alpha / beta) is -0.3085 / -0.3078 hartree.



Most stable one: model 1, least stable one: model 2.



Model 1:
Entry from the Open Molecules 2025 dataset: C2H3NO as an isolated structure (wB97M-V/def2-TZVPD).

```
7
Properties=species:S:1:pos:R:3
C 0.887 -0.354 0.131
C -1.118 -0.360 0.021
N 1.653 0.500 -0.022
O -1.348 0.833 0.002
H -1.068 -0.955 -0.905
H -1.244 -0.958 0.938
H 2.238 1.294 -0.165
```

The HOMO-LUMO gap comes out at 9.908 eV. Its HOMO energy is -0.3423 hartree.



Model 2:
Entry from the Open Molecules 2025 dataset: an isolated molecule of C2H3NO (wB97M-V/def2-TZVPD).

```
7
Properties=species:S:1:pos:R:3
N 2.159 0.672 -0.013
C 1.142 0.112 0.008
C -0.226 -0.462 -0.034
O -1.223 0.503 -0.366
H -0.203 -1.272 -0.774
H -0.610 -0.783 0.934
H -1.038 1.230 0.245
```

The SMILES is N#CCO. The HOMO-LUMO gap comes out at 12.088 eV. Its HOMO energy is -0.4208 hartree.



Most stable one: model 2, least stable one: model 1.



Model 1:
Entry from the Open Molecules 2025 dataset: C2H4ClOP as an isolated structure (wB97M-V/def2-TZVPD).

```
9
Properties=species:S:1:pos:R:3
C -0.625 -0.157 0.645
C -0.116 0.640 -0.564
O -0.113 -1.402 0.368
P 0.752 -0.993 -0.983
Cl 2.562 -0.535 -0.095
H -0.426 0.274 1.574
H -1.687 -0.203 0.444
H -1.065 1.002 -1.084
H 0.717 1.374 -0.304
```

The HOMO-LUMO gap comes out at 10.415 eV. Its HOMO energy is -0.3500 hartree.



Model 2:
Entry from the Open Molecules 2025 dataset: an isolated molecule of C2H4ClOP (wB97M-V/def2-TZVPD).

```
9
Properties=species:S:1:pos:R:3
C 1.156 0.060 0.315
C -0.139 0.093 -0.342
O -2.645 -0.996 -0.574
P -1.738 -0.712 0.519
Cl -1.104 1.710 0.037
H 0.902 0.399 1.362
H 1.523 -1.046 0.432
H 1.953 0.559 -0.294
H 0.092 -0.066 -1.455
```

The HOMO-LUMO gap comes out at 9.249 eV. Its HOMO energy is -0.3465 hartree.



Most stable one: model 1, least stable one: model 2.